This record from the OMol25 dataset describes 14 unconnected molecules or ions with the total composition C5H39NO14 in a non-equilibrium geometry. The level of theory is ωB97M-V with the def2-TZVPD basis set.

**Maximum force**: 1.87 eV/Å
**LUMO level**: 0.09 eV
**Relative energy (zero: lowest compared OMol25 entry of this formula, charge and spin)**: 162.6 kJ/mol
**Orbital gap**: 9.77 eV

Geometry (Å):
H: 0.545 -2.580 0.881
O: -1.851 3.522 -0.613
O: 0.214 -3.106 1.648
H: -1.789 -0.414 -1.161
H: -2.264 1.332 -4.111
C: -1.312 0.565 -1.113
H: -1.802 -1.005 1.018
O: -4.907 -1.081 -0.083
C: -0.807 0.886 -2.529
H: -1.509 -3.059 -1.758
H: 1.237 5.042 0.094
H: 0.889 0.957 5.361
H: 0.705 -0.903 -0.470
H: 3.493 -0.891 -2.647
H: -1.824 -3.357 0.567
O: 4.103 -1.341 0.710
H: 0.370 -2.227 -1.190
C: -1.793 0.485 -3.613
H: -0.904 3.320 -0.694
H: -5.034 -0.136 -0.218
H: 3.380 -1.064 1.299
H: -2.128 1.299 -1.039
H: -0.048 0.039 4.408
O: 2.283 2.420 1.154
O: 3.821 1.159 -0.751
H: -2.534 -0.060 2.326
H: -0.180 1.196 1.969
O: -2.293 -2.923 -0.144
H: 4.023 0.426 -0.146
N: -0.314 0.634 -0.059
H: 3.385 0.734 -1.514
H: 0.701 -3.930 1.550
H: -3.970 -1.164 -0.304
H: 0.297 1.416 -0.302
O: -0.734 -0.816 2.838
H: 1.436 -0.540 1.886
H: -0.937 -2.509 -3.148
O: 0.756 4.230 -0.065
H: 0.149 0.385 -2.727
C: -1.602 -0.294 1.813
O: -0.712 -2.860 -2.284
H: -1.320 -0.130 -4.373
O: 0.845 0.316 4.658
H: -1.574 1.859 1.238
H: -1.727 4.466 -0.463
C: -0.935 0.973 1.224
H: 4.739 -1.780 1.278
H: 2.835 2.061 0.422
H: 2.196 1.588 1.670
H: 1.838 0.217 3.143
H: -2.664 -0.064 -3.257
O: 2.192 -0.080 2.277
H: 2.142 -1.186 -1.978
O: 2.593 -0.552 -2.575
H: -3.144 -3.368 -0.004
H: -0.521 1.930 -2.546
H: -0.434 -1.732 2.759
H: 1.335 3.508 0.293
O: 1.062 -1.813 -0.606

Cartesian forces (eV/Å) of the 3 atoms listed first:
H 0.045 0.035 -0.097
O 0.420 0.288 -0.168
O -0.068 -0.164 -0.317

Formally, the natural (NBO) partial charges of the atoms, in units of the elementary charge, are as follows: H 0.51; O -0.96; O -1.02; H 0.17; H 0.22; C -0.24; H 0.19; O -0.94; C -0.42; H 0.51; H 0.48; H 0.49; H 0.50; H 0.48; H 0.50; O -0.98; H 0.51; C -0.62; H 0.48; H 0.47; H 0.50; H 0.21; H 0.52; O -1.02; O -1.00; H 0.18; H 0.22; O -0.96; H 0.50; N -0.67; H 0.50; H 0.49; H 0.47; H 0.38; O -0.81; H 0.49; H 0.49; O -1.02; H 0.21; C -0.08; O -0.98; H 0.21; O -0.99; H 0.22; H 0.48; C -0.27; H 0.48; H 0.51; H 0.50; H 0.53; H 0.20; O -1.00; H 0.51; O -0.98; H 0.49; H 0.21; H 0.52; H 0.51; O -1.04

This record from the OMol25 dataset describes 17 unconnected molecules or ions with the total composition C56H157N11O23 in a non-equilibrium geometry. The level of theory is ωB97M-V with the def2-TZVPD basis set.

**Maximum force**: 4.05 eV/Å
**LUMO level**: 0.20 eV
**Relative energy (zero: lowest compared OMol25 entry of this formula, charge and spin)**: 0.0 kJ/mol
**Orbital gap**: 8.68 eV

Geometry (Å):
H: -13.539 24.305 -0.225
H: -18.732 25.337 1.852
C: -17.388 18.390 3.288
H: -16.995 20.652 7.913
H: -7.132 23.323 7.128
H: -8.070 28.605 8.477
H: -17.028 24.635 3.327
H: -9.037 22.585 3.691
H: -12.647 19.823 10.548
O: -17.396 19.310 6.390
C: -12.087 25.529 6.103
O: -9.607 20.634 3.124
H: -17.215 19.211 0.878
C: -10.115 30.159 4.027
H: -14.869 28.874 4.284
H: -14.504 26.031 9.250
H: -7.814 27.211 9.516
H: -10.007 21.536 13.596
H: -9.113 21.488 0.914
H: -17.243 29.317 5.558
H: -15.519 25.598 2.773
H: -13.634 19.050 3.635
H: -14.486 31.442 4.720
C: -6.251 22.722 5.501
H: -21.725 21.254 3.930
H: -11.175 21.927 9.280
H: -17.083 26.096 8.259
H: -8.667 24.642 3.288
H: -9.472 26.198 3.448
H: -10.594 29.625 11.019
H: -11.566 29.719 9.471
H: -20.311 23.898 6.532
H: -11.907 21.720 5.229
H: -14.071 22.812 5.724
C: -13.006 31.989 6.989
H: -9.780 30.979 3.320
H: -14.195 27.911 3.042
H: -8.930 20.327 12.931
H: -13.252 33.669 4.855
H: -19.517 29.748 9.672
H: -16.425 27.941 5.171
O: -7.423 27.526 4.580
H: -6.418 27.548 7.477
C: -20.861 24.451 3.814
H: -21.848 25.275 6.184
C: -12.417 24.115 5.646
C: -12.951 18.753 10.796
C: -8.918 22.306 1.631
O: -12.707 26.766 9.943
C: -13.229 19.775 2.876
H: -12.178 24.059 4.562
C: -9.728 23.455 9.450
H: -18.469 24.330 -0.538
H: -11.637 27.205 0.043
H: -13.058 30.177 12.818
C: -8.060 27.500 8.455
H: -20.056 21.704 3.776
N: -11.984 25.718 2.392
N: -10.223 17.369 7.182
O: -11.946 21.051 4.518
H: -14.240 24.237 6.817
H: -12.339 28.660 1.941
C: -13.009 21.120 3.576
H: -11.062 19.332 9.069
H: -16.885 17.604 2.683
N: -18.185 22.452 1.687
C: -13.866 23.862 5.827
H: -17.950 25.969 -1.135
H: -12.026 30.392 1.983
H: -21.570 26.938 5.675
O: -16.555 22.053 4.985
N: -11.559 23.090 6.350
C: -14.319 28.974 3.324
H: -14.110 28.091 6.168
H: -12.482 18.383 8.430
C: -16.722 26.499 7.276
N: -12.184 23.666 9.734
H: -18.466 28.576 10.477
H: -8.353 16.891 9.049
C: -13.229 24.239 0.821
H: -18.349 21.023 6.807
C: -4.965 23.516 5.748
N: -16.747 28.491 5.983
H: -15.009 32.855 7.184
C: -12.235 27.485 11.050
H: -13.562 36.138 8.137
C: -12.098 29.489 2.549
O: -9.080 25.321 5.221
O: -7.318 23.373 6.198
H: -16.480 18.983 6.337
H: -18.841 19.705 1.591
H: -19.179 22.341 1.817
C: -16.470 25.615 3.260
H: -14.025 23.904 1.481
H: -15.556 21.516 1.873
C: -13.980 33.970 5.668
H: -11.014 23.098 12.083
H: -9.865 23.649 8.363
O: -9.183 23.625 1.033
H: -12.442 26.883 11.954
C: -9.886 20.759 12.793
C: -10.482 17.277 8.638
H: -17.212 28.682 8.707
H: -10.875 30.458 4.723
H: -10.594 23.339 6.471
C: -16.009 21.740 0.974
C: -14.090 26.412 10.163
C: -16.283 21.516 6.291
C: -14.102 35.400 7.545
H: -6.485 22.562 4.461
C: -10.788 29.098 3.211
C: -12.117 22.247 0.099
H: -13.618 26.338 1.164
H: -9.540 24.451 9.933
N: -18.215 27.348 3.389
C: -9.218 17.475 9.414
C: -8.705 25.579 3.901
H: -9.668 16.578 6.755
O: -19.138 27.930 8.693
H: -9.657 26.174 7.839
H: -12.412 32.725 7.484
H: -12.221 25.417 7.174
H: -12.941 27.553 7.279
H: -12.440 22.518 -0.943
H: -11.275 19.648 2.346
O: -12.064 23.407 0.922
C: -17.288 26.726 2.560
O: -7.134 26.888 7.561
O: -9.893 27.999 6.924
H: -9.951 27.423 6.149
H: -9.419 17.170 10.449
N: -15.058 31.817 5.470
H: -15.374 20.905 6.241
H: -16.203 22.420 6.872
H: -10.107 23.776 1.042
H: -13.773 18.502 10.096
C: -9.441 27.214 8.080
C: -18.061 28.549 8.009
C: -11.020 22.771 9.933
O: -17.055 25.364 0.594
H: -11.761 30.906 10.736
C: -13.166 27.617 6.180
H: -18.982 26.768 3.813
O: -20.637 25.627 4.517
O: -12.129 19.259 2.145
H: -6.154 21.702 5.914
H: -14.796 34.469 5.232
H: -16.615 21.278 4.429
H: -16.738 25.645 6.648
H: -11.508 24.839 2.478
H: -12.076 28.901 12.999
H: -11.126 27.474 10.968
H: -10.855 16.273 8.871
H: -15.070 35.732 7.123
H: -12.449 31.556 6.120
C: -19.366 28.648 9.853
N: -9.832 28.732 2.137
C: -17.607 25.053 -0.665
H: -13.993 19.904 2.101
O: -17.140 19.731 2.836
H: -11.996 22.949 7.236
H: -12.664 25.714 3.191
H: -12.399 28.295 5.789
O: -4.752 23.570 7.168
H: -4.063 23.013 5.362
H: -8.919 18.543 9.500
H: -13.578 29.113 10.481
H: -18.399 29.558 7.628
H: -10.687 20.018 12.855
O: -9.882 21.394 11.563
C: -14.252 32.639 6.387
H: -10.101 20.495 3.925
H: -13.313 31.182 7.757
C: -7.369 26.325 3.793
O: -13.230 34.921 6.504
C: -12.685 28.953 11.110
H: -16.270 25.914 4.280
H: -8.840 22.890 9.684
H: -15.556 31.084 5.912
H: -10.059 27.885 1.682
H: -11.082 17.467 6.610
C: -20.141 23.092 5.856
C: -17.300 20.625 6.912
H: -15.564 20.983 0.277
C: -21.777 25.952 5.338
C: -17.745 19.913 1.540
C: -11.011 22.257 11.357
H: -11.008 25.680 -0.208
H: -11.933 24.655 9.614
H: -10.037 27.528 8.932
H: -22.710 26.087 4.755
C: -12.737 25.663 1.132
C: -21.150 23.128 4.719
H: -12.876 23.544 10.429
H: -19.132 23.186 5.457
H: -5.114 24.508 5.318
H: -12.699 21.419 0.516
N: -21.024 22.036 3.747
H: -20.250 28.172 10.350
H: -19.949 24.282 3.320
H: -15.664 26.739 7.548
H: -13.256 18.589 11.858
C: -11.595 29.805 10.545
H: -20.253 22.109 6.380
H: -7.159 26.545 2.752
H: -16.523 27.499 2.214
H: -17.829 22.639 2.597
H: -14.502 24.333 5.100
H: -9.222 29.816 4.512
O: -13.157 26.334 5.634
H: -6.502 25.775 4.167
C: -18.032 26.093 1.400
H: -14.027 21.387 4.031
H: -16.832 24.563 -1.198
H: -22.148 23.187 5.081
C: -9.623 22.049 2.927
H: -8.367 24.744 5.554
H: -14.649 27.252 10.515
C: -17.496 21.354 1.053
H: -12.500 26.116 -1.001
H: -17.902 21.234 0.028
C: -11.526 18.283 9.050
H: -11.101 21.983 0.064
H: -7.922 27.397 5.411
H: -18.462 27.328 6.404
H: -16.994 18.316 4.333
N: -12.936 29.229 12.527
H: -8.952 28.604 2.617
H: -14.239 25.562 10.817
H: -18.456 18.189 3.193
C: -17.553 27.713 6.911
H: -11.918 21.673 11.596
O: -13.139 29.688 3.532
H: -18.472 26.933 0.715
O: -11.821 17.957 10.442
H: -4.594 24.479 7.388
H: -21.694 24.487 3.097
H: -10.653 22.464 2.866
H: -11.128 25.863 5.788
H: -14.958 29.453 2.619
H: -10.999 28.157 3.822
H: -18.493 28.259 3.092
H: -12.889 22.000 2.848
H: -15.893 22.743 0.547
H: -14.324 34.534 8.186
C: -11.932 26.166 -0.001
H: -7.892 22.376 1.809

Cartesian forces (eV/Å) of the 3 atoms listed first:
H -0.409 -0.560 0.030
H 0.041 0.899 -0.794
C 0.757 0.106 0.378

These are the Löwdin partial charges, in e, on atoms 1 to 99: H 0.12; H 0.11; C -0.09; H 0.10; H 0.08; H 0.13; H 0.09; H 0.11; H 0.08; O -0.07; C -0.18; O -0.06; H 0.13; C -0.05; H 0.06; H 0.06; H 0.13; H 0.10; H 0.12; H 0.10; H 0.05; H 0.13; H 0.05; C -0.20; H 0.11; H 0.11; H 0.09; H 0.11; H 0.09; H 0.09; H 0.07; H 0.06; H 0.03; H 0.04; C -0.04; H 0.11; H 0.08; H 0.08; H 0.14; H 0.10; H 0.04; O -0.09; H 0.11; C -0.21; H 0.08; C -0.38; C -0.12; C -0.20; O -0.21; C -0.24; H 0.13; C -0.03; H 0.10; H 0.06; H 0.06; C -0.26; H 0.06; N 0.10; N 0.01; O -0.10; H 0.11; H 0.09; C -0.24; H 0.13; H 0.09; N 0.08; C -0.05; H 0.08; H 0.12; H 0.07; O -0.08; N 0.08; C -0.13; H 0.04; H 0.14; C -0.04; N 0.07; H 0.08; H 0.08; C -0.17; H 0.12; C -0.21; N 0.03; H 0.13; C -0.23; H 0.09; C -0.15; O -0.09; O -0.08; H 0.09; H 0.13; H 0.06; C -0.03; H 0.11; H 0.02; C -0.17; H 0.13; H 0.06; O -0.07